{"formula": "C6H9NO", "method": "ωB97M-V/def2-TZVPD", "mol_weight_g_mol": 111.144, "de_lowest_kj_mol": 1120.1, "orbital_gap_ev": 4.566, "total_charge": 0, "e_homo_ev": -7.232, "symbols": ["C", "C", "N", "C", "C", "C", "C", "H", "H", "H", "H", "H", "H", "H", "H", "H", "O"], "coordinates": [[0.795, -1.307, 1.646], [-0.169, -0.264, 2.209], [-1.348, 0.160, 1.533], [-1.188, 0.287, 0.119], [1.072, 0.084, 1.217], [0.936, 0.204, -1.404], [0.342, 0.369, -0.084], [1.632, -1.994, 1.827], [-0.206, 0.085, 3.240], [-1.594, -0.570, -0.449], [1.812, 0.853, 1.458], [0.286, 0.354, -2.334], [0.517, -0.793, -0.791], [-1.608, 1.255, -0.220], [-2.003, 0.523, -3.460], [1.966, 0.591, -1.593], [-1.241, 0.163, -2.914]]}